Entry 1:
Computed, not measured: one molecule with the formula CH4INP2, with ωB97M-V with the def2-TZVPD basis set.

XYZ file:
```
9
Properties=species:S:1:pos:R:3:mulliken_charge:R:1
C 0.43276 -0.03146 -0.80011 -0.84
P 0.73771 1.78112 -0.53027 0.17
N -0.52641 2.02152 0.36363 -0.05
P -1.98740 1.56975 0.87939 0.02
I -3.53640 3.33602 2.13511 -0.24
H -0.53809 0.00305 -1.36686 0.27
H 0.29886 -0.56439 0.25985 0.23
H 1.10603 -0.51160 -1.52102 0.35
H -1.29113 0.93723 1.95552 0.09
```

The calculation puts the HOMO energy at -0.313 Eh. As for the orbital gap: 7.5 eV. Its LUMO energy is -0.0365 Eh. The total energy is -1075.61712 Eh. The maximum force is 2.76 eV/A.


Entry 2:
Computed, not measured: a 2-piece molecular cluster, C5H11NO overall, with ωB97M-V with the def2-TZVPD basis set.

XYZ file:
```
18
Properties=species:S:1:pos:R:3:mulliken_charge:R:1
C -0.70991 0.10656 -1.96899 -0.65
C 0.37057 0.12931 -1.16738 -0.63
C 0.21600 -0.52522 0.13775 0.69
C 0.93964 0.19881 1.23355 -1.49
C -0.22393 -1.77530 0.40478 -0.17
N -0.33848 -2.12648 1.75415 -0.36
H -1.71928 0.18877 -1.54271 0.25
H -0.68863 0.30462 -3.03062 0.27
H 1.32030 0.51093 -1.57786 0.41
H 1.85977 -0.31977 1.51568 0.38
H 0.33924 0.42217 2.23724 0.25
H 1.45352 1.11160 0.81965 0.39
H -0.55087 -2.58251 -0.23540 0.40
H -0.28725 -1.44619 2.46925 0.12
H -0.78594 -2.95691 2.09495 0.21
O -0.15962 3.15949 -0.75845 -0.68
H -0.02882 2.20862 -0.60267 0.33
H -0.87994 3.35039 -0.15160 0.30
```

The calculation puts the HOMO energy at -0.288 Eh. As for the orbital gap: 8.7 eV. Its LUMO energy is 0.0318 Eh. The total energy is -327.02690 Eh. The maximum force is 2.52 eV/A.


Entry 3:
Computed, not measured: C8H14NOP as an isolated structure, with ωB97M-V with the def2-TZVPD basis set.

XYZ file:
```
25
Properties=species:S:1:pos:R:3:mulliken_charge:R:1
C 3.89628 0.35055 0.17974 -0.12
C 2.79092 0.79809 -0.58647 -0.91
C 3.71078 -0.92568 0.59056 -0.67
C 1.83380 -0.21461 -0.54843 0.59
C 2.46547 -1.46420 -0.01855 -0.50
C -3.14537 1.80751 -0.78499 -0.68
C -0.96654 0.23306 1.61019 -0.93
C -1.84547 -1.95078 -0.68226 -1.05
N -2.66554 0.46584 -0.79243 -0.33
O 0.65482 -0.18773 -1.09018 -0.79
P -1.42674 -0.21733 -0.18397 0.88
H 4.88678 0.91672 0.15751 0.29
H 2.68374 1.77975 -0.97954 0.47
H 4.43486 -1.51710 1.15231 0.39
H 2.50828 -2.21670 -0.76637 0.36
H 1.90470 -1.91830 0.68137 0.28
H -3.27435 2.12094 0.28472 0.24
H -4.17781 1.96942 -1.16579 0.28
H -2.33791 2.50691 -1.23550 0.24
H -0.45982 1.24481 1.57733 0.30
H -1.88099 0.25217 2.20476 0.40
H -0.09735 -0.54834 1.89059 0.28
H -1.97387 -2.03914 -1.81774 0.28
H -1.12404 -2.75348 -0.38848 0.29
H -2.76556 -2.19072 -0.28292 0.42
```

The calculation puts the HOMO energy at -0.245 Eh. As for the orbital gap: 6.4 eV. Its LUMO energy is -0.0082 Eh. The total energy is -784.42562 Eh. The maximum force is 4.01 eV/A.


Entry 4:
Computed, not measured: a 6-piece molecular cluster, C44H102Cl4N6O9PS overall, with ωB97M-V with the def2-TZVPD basis set.

XYZ file:
```
167
Properties=species:S:1:pos:R:3:mulliken_charge:R:1
C 1.78706 5.89339 -2.84877 -1.03
C 1.14220 4.91753 -1.69429 0.06
C -0.31514 4.26536 -2.08797 -0.30
C -0.29140 3.39007 -3.48306 -0.38
C -1.69341 2.53721 -3.54227 -0.72
C -1.35536 0.92964 -3.53031 -0.53
C -1.44898 0.27705 -1.98910 0.69
C -2.07579 -1.21313 -2.07970 -1.32
C -1.66953 -2.33765 -0.93454 0.95
C -2.30097 -3.77282 -1.48305 -0.37
Cl -1.21186 -5.26224 -1.54018 -0.09
C -3.16624 -3.77402 -2.85990 0.17
C -2.38464 -3.96493 -4.27032 -0.86
Cl -4.21357 -5.36655 -2.79185 -0.23
N -0.21865 -2.33135 -0.55375 0.54
C 0.84139 -2.23224 -1.60239 0.68
C 0.76331 -2.97753 -3.02840 -1.14
C 2.26414 -2.87615 -0.97322 -0.79
C 3.48657 -1.74478 -0.94044 0.25
C 3.89315 -1.16403 -2.41689 -0.48
C 0.24250 -1.36221 0.52298 -1.40
C -0.75277 -0.28940 1.18824 1.51
C -0.22753 0.27783 2.67832 -0.04
Cl 1.60755 0.30550 2.86590 -0.06
C -0.77133 1.85741 2.79522 0.22
C 0.18256 2.94698 2.04044 -0.46
Cl -0.69331 2.23315 4.64430 -0.20
C -2.34372 -0.60157 1.14223 -2.16
O -3.05368 -0.43683 2.43097 -0.26
C -2.59670 -2.10267 0.45069 0.22
O -4.05562 -1.95650 0.10238 -0.66
P -2.47174 -3.33857 1.84154 1.07
O -4.03086 -3.28510 2.71108 -0.55
O -2.27734 -5.02880 1.48514 -0.57
S -1.17389 -3.03606 3.26224 -0.39
H 1.79283 5.42546 -3.92879 0.25
H 2.91887 6.08315 -2.52040 0.30
H 1.20403 6.91062 -2.87270 0.29
H 0.95417 5.58613 -0.72687 0.00
H 1.90228 4.04519 -1.43000 0.20
H -1.14657 5.08212 -2.21271 0.28
H -0.63860 3.54695 -1.21589 -0.09
H 0.60839 2.64044 -3.56128 0.13
H -0.25833 4.13325 -4.38940 0.34
H -2.24653 2.82502 -4.56015 0.38
H -2.46215 2.80434 -2.68098 0.35
H -2.22046 0.40122 -4.15991 0.33
H -0.29158 0.69189 -3.99616 0.13
H -2.11501 1.07635 -1.40262 0.10
H -0.37106 0.38096 -1.55845 -0.48
H -1.74400 -1.51840 -3.18621 -0.04
H -3.25645 -1.06245 -2.18483 0.31
H -3.15668 -4.19199 -0.75127 0.39
H -4.03083 -2.95229 -2.91861 0.35
H -3.16323 -4.45060 -5.03426 0.41
H -1.45318 -4.66402 -4.27673 0.19
H -2.04429 -2.95022 -4.80003 0.18
H -0.05293 -3.27455 -0.07524 1.15
H 1.15574 -1.11704 -1.90172 0.01
H 0.87555 -4.16771 -3.00386 0.28
H -0.03016 -2.62618 -3.80207 0.05
H 1.79612 -2.66919 -3.56141 0.41
H 2.11207 -3.36461 0.07791 0.27
H 2.69412 -3.74595 -1.66397 0.53
H 4.44281 -2.33786 -0.53979 0.34
H 3.30306 -0.88001 -0.17558 -0.25
H 4.69633 -1.85575 -2.93544 0.30
H 2.97817 -0.89591 -3.10983 0.00
H 4.44874 -0.12499 -2.22009 -0.07
H 0.73645 -1.96937 1.43035 0.12
H 1.16562 -0.67598 0.18499 -0.08
H -0.63475 0.72814 0.56473 -0.96
H -0.72497 -0.25571 3.58457 0.33
H -1.90471 1.95692 2.45753 0.39
H -0.35626 4.00517 2.16693 0.27
H 0.24220 2.79427 0.85722 -0.28
H 1.25294 3.09624 2.52776 0.27
H -2.88956 0.15888 0.40074 0.36
H -3.84784 0.17918 2.33082 0.50
H -4.53222 -2.82582 0.21033 0.51
H -3.87259 -2.72962 3.54701 0.38
H -2.79027 -5.60066 2.13818 0.35
C -4.91884 -1.90387 7.58764 -1.45
C -3.95233 -2.99801 7.14042 0.02
C -2.73827 -3.17474 8.08133 -0.64
O -1.73581 -2.16274 7.94885 -0.36
C -2.02602 -0.95579 8.63716 -0.63
N -3.52548 -2.72158 5.75950 -0.36
H -4.54994 -0.89881 7.36899 0.28
H -5.87799 -2.00823 7.06795 0.35
H -5.11564 -1.96951 8.66305 0.37
H -4.51024 -3.94169 7.14408 0.47
H -2.24183 -4.11648 7.81705 0.32
H -3.05089 -3.27566 9.12811 0.43
H -2.56371 -1.13160 9.57341 0.31
H -2.59293 -0.28457 7.98927 0.21
H -1.07766 -0.46149 8.86991 0.25
H -2.96431 -3.50750 5.42898 0.29
H -2.85754 -1.94604 5.79782 0.16
C -9.80788 -6.52594 -3.85828 -1.45
C -8.49544 -6.27909 -3.11812 0.42
C -8.68406 -5.67929 -1.70562 -0.63
O -9.01279 -4.28701 -1.69397 -0.36
C -10.38237 -4.00550 -1.93835 -0.68
N -7.63100 -5.42835 -3.95152 -0.64
H -10.24528 -5.60888 -4.26043 0.28
H -9.64416 -7.19717 -4.70891 0.37
H -10.54639 -6.99754 -3.20121 0.35
H -8.00528 -7.25235 -2.99840 0.39
H -7.72732 -5.75975 -1.17521 0.31
H -9.41048 -6.25377 -1.11746 0.41
H -11.04373 -4.76918 -1.51886 0.31
H -10.55450 -3.89581 -3.01075 0.24
H -10.62036 -3.04564 -1.46940 0.24
H -6.71808 -5.35232 -3.50140 0.16
H -8.00505 -4.47606 -3.90324 0.34
C 3.15662 8.18061 3.70298 -1.40
C 1.81824 7.45722 3.83233 0.26
C 1.95412 5.92375 3.97551 -0.74
O 2.26412 5.24168 2.75677 -0.13
C 3.63698 5.27635 2.39790 -0.83
N 0.96966 7.81612 2.68487 -0.73
H 3.59456 8.08430 2.70650 0.28
H 3.02874 9.25291 3.88946 0.35
H 3.88000 7.80122 4.43260 0.34
H 1.33727 7.83043 4.74403 0.48
H 0.98216 5.52802 4.29466 0.28
H 2.66894 5.65419 4.76292 0.44
H 4.29460 5.24715 3.27154 0.33
H 3.84160 6.16172 1.79297 0.24
H 3.84743 4.40030 1.77650 0.25
H 0.04200 7.41526 2.82832 0.28
H 1.32954 7.30906 1.87095 0.30
C 6.86263 2.00535 2.41751 -1.46
C 5.52425 1.28195 2.54686 0.56
C 5.66012 -0.25152 2.69004 -0.78
O 5.97013 -0.93359 1.47130 -0.23
C 7.34298 -0.89892 1.11243 -0.72
N 4.67567 1.64085 1.39940 -0.38
H 7.30056 1.90903 1.42103 0.26
H 6.73475 3.07764 2.60399 0.31
H 7.58600 1.62596 3.14713 0.38
H 5.04328 1.65516 3.45856 0.37
H 4.68816 -0.64725 3.00919 0.19
H 6.37494 -0.52107 3.47745 0.50
H 8.00060 -0.92812 1.98607 0.33
H 7.54761 -0.01355 0.50750 0.24
H 7.55344 -1.77496 0.49103 0.25
H 3.74801 1.23999 1.54285 0.04
H 5.03554 1.13379 0.58548 0.21
C 6.58724 1.94816 -3.88169 -1.16
C 5.96323 1.07944 -4.97129 0.45
C 6.56115 1.32307 -6.37615 -0.86
O 6.11492 2.52672 -7.00762 -0.38
C 6.78766 3.69976 -6.57622 -0.62
N 4.50565 1.28186 -4.96578 -0.52
H 6.22449 2.97868 -3.90330 0.26
H 6.34379 1.54836 -2.89083 0.07
H 7.67855 1.96777 -3.97227 0.37
H 6.16503 0.03519 -4.70553 0.30
H 6.22825 0.50751 -7.02976 0.36
H 7.65719 1.27676 -6.36132 0.45
H 7.84035 3.51257 -6.34517 0.29
H 6.27512 4.12661 -5.71205 0.21
H 6.73601 4.43684 -7.38364 0.26
H 4.08337 0.62398 -5.62205 0.28
H 4.32471 2.19664 -5.38947 0.29
```

The calculation puts the HOMO energy at -0.391 Eh. As for the orbital gap: 8.3 eV. Its LUMO energy is -0.0843 Eh. The total energy is -5322.99126 Eh. The maximum force is 6.18 eV/A. As for the total charge: +1.


Entry 5:
Computed, not measured: one molecule with the formula CH6N4O2, with ωB97M-V with the def2-TZVPD basis set.

XYZ file:
```
13
Properties=species:S:1:pos:R:3:mulliken_charge:R:1
H 0.21364 2.78457 0.08386 0.20
N -0.58442 2.21407 -0.17199 -0.69
C -0.42816 0.97239 0.02475 0.55
N -1.49664 0.10478 -0.10915 -0.53
N 0.72213 0.36996 0.54835 -0.29
N 1.16945 -1.00518 0.22535 -0.03
O 0.78049 -1.38332 -1.09704 -0.44
O 0.48492 -1.80596 1.09602 -0.36
H -1.29858 -0.75716 -0.60252 0.25
H -2.30995 0.57993 -0.47401 0.29
H 1.51706 0.98938 0.63701 0.26
H 1.55959 -1.81070 -1.47622 0.37
H -0.32953 -1.25276 1.31558 0.43
```

The calculation puts the HOMO energy at -0.352 Eh. As for the orbital gap: 10.3 eV. Its LUMO energy is 0.0269 Eh. The total energy is -411.08094 Eh. The maximum force is 2.03 eV/A.